--- a ---
Molecular formula: CH3N3O
Method: DFT, ωB97M-V/def2-TZVPD

Cartesian coordinates (Å):
C -1.059 0.024 0.016
N 0.217 -0.546 -0.166
N -2.031 -0.782 -0.177
N 2.443 -0.252 -0.157
O 1.259 0.264 0.032
H -0.923 1.167 0.234
H -3.001 -0.304 -0.064
H 3.095 0.429 0.281

- HOMO-LUMO gap (spin up / spin down): 9.34 / 8.76 eV
- LUMO level (spin up / spin down): -0.0165 / -0.0423 Eh


--- b ---
Molecular formula: CH3N3O
Method: DFT, ωB97M-V/def2-TZVPD

Cartesian coordinates (Å):
N -0.418 -1.186 -0.382
C -1.211 -0.352 -0.005
N -1.969 0.562 -0.022
H 0.067 -1.806 0.252
H -2.924 0.801 0.244
N 2.366 0.603 -0.413
O 1.613 -0.117 0.255
H 2.477 1.496 0.071

- HOMO-LUMO gap (spin up / spin down): 8.99 / 8.99 eV
- LUMO level (spin up / spin down): -0.0153 / -0.0153 Eh
- SMILES: N=C=N.N=O


Pick b: it beats the second-best structure by 0.0719 hartree.


--- a ---
Molecular formula: C4H11NO
Method: DFT, ωB97M-V/def2-TZVPD

Cartesian coordinates (Å):
C 0.484 -2.065 -0.997
C 0.436 -0.695 -0.740
C 0.097 0.015 0.474
N 0.042 1.434 0.514
C 1.317 2.172 0.484
H -0.013 -3.463 0.141
H 0.401 -2.809 -0.317
H 0.779 -2.221 -2.004
H 0.455 -0.089 -1.660
H 0.140 -0.462 1.437
H -0.753 1.744 1.093
H 2.006 1.806 -0.369
H 1.025 3.244 0.238
H 1.907 2.261 1.393
H -3.287 -0.732 -0.313
H -2.019 -0.058 0.253
O -3.017 -0.083 0.374

- HOMO-LUMO gap: 5.32 eV
- LUMO level: -0.0636 Eh


--- b ---
Molecular formula: C4H11NO
Method: DFT, ωB97M-V/def2-TZVPD

Cartesian coordinates (Å):
C -0.383 2.449 2.629
C 0.197 1.471 1.928
O 1.516 1.558 1.438
H -0.872 2.355 3.597
H 0.082 3.443 2.629
H -0.258 0.584 1.492
H 1.359 2.231 0.753
C 0.517 -0.335 -1.539
N -0.729 -1.084 -1.576
C -0.677 -2.507 -1.522
H 1.350 -0.969 -1.212
H 0.508 0.489 -0.823
H 0.673 0.043 -2.554
H -1.420 -0.702 -0.951
H -0.813 -3.136 -2.405
H 0.278 -2.879 -1.104
H -1.326 -3.011 -0.779

- HOMO-LUMO gap: 9.49 eV
- LUMO level: 0.0331 Eh
- SMILES: C=CO.CNC


Pick b: it beats the second-best structure by 0.1833 hartree.


--- a ---
Molecular formula: C4H11NO
Method: DFT, ωB97M-V/def2-TZVPD

Cartesian coordinates (Å):
C -1.754 1.449 -0.734
C -1.800 0.769 0.621
N -1.025 -0.366 0.745
O -2.401 1.190 1.589
H -0.766 1.218 -1.143
H -1.899 2.520 -0.761
H -2.432 0.876 -1.370
H -1.197 -0.673 1.689
H -0.679 -0.748 -0.111
C 1.742 -1.372 0.471
C 1.650 -0.289 -0.631
H 0.823 -1.908 0.607
H 2.565 -1.995 0.149
H 2.199 -0.941 1.359
H 1.269 0.543 -0.034
H 1.061 -0.339 -1.540
H 2.644 0.066 -0.908

- HOMO-LUMO gap: 10.63 eV
- LUMO level: 0.0313 Eh
- SMILES: CC(N)=O.CC


--- b ---
Molecular formula: C4H11NO
Method: DFT, ωB97M-V/def2-TZVPD

Cartesian coordinates (Å):
C -0.057 -3.628 -0.008
C 1.428 -3.941 0.040
O 2.139 -3.376 0.824
H 0.049 -2.518 -0.089
H -0.733 -3.796 -0.856
H -0.535 -3.917 0.932
H 1.866 -4.427 -0.859
C 0.138 1.586 -0.034
C -0.144 3.044 0.344
N -1.196 3.706 -0.462
H -0.862 1.137 -0.176
H 0.588 1.102 0.835
H 0.769 1.300 -0.890
H 0.777 3.622 0.228
H -0.623 3.015 1.335
H -2.040 4.042 -0.020
H -1.565 3.050 -1.145

- HOMO-LUMO gap: 9.88 eV
- LUMO level: 0.0298 Eh
- SMILES: CC=O.CCN


Pick a: it beats the second-best structure by 0.0417 hartree.


--- a ---
Molecular formula: C5H11N
Method: DFT, ωB97M-V/def2-TZVPD

Cartesian coordinates (Å):
C 0.566 1.296 1.977
C -0.327 0.970 0.771
C -0.543 -0.498 0.558
C -0.754 -2.354 -0.919
N -0.243 -1.171 -0.554
C 0.704 -0.576 -1.511
H 0.191 0.797 2.879
H 1.592 0.947 1.811
H 0.596 2.375 2.175
H -1.302 1.459 0.926
H 0.091 1.448 -0.123
H -1.174 -1.040 1.257
H -1.540 -2.781 -0.310
H -0.243 -2.937 -1.669
H 1.482 -0.033 -0.973
H 0.177 0.098 -2.190
H 1.161 -1.382 -2.085

- HOMO-LUMO gap: 7.35 eV
- LUMO level: 0.0370 Eh


--- b ---
Molecular formula: C5H11N
Method: DFT, ωB97M-V/def2-TZVPD

Cartesian coordinates (Å):
C 2.526 1.383 0.265
C 1.937 0.343 0.851
C 0.444 0.210 0.988
C -0.186 -0.531 -0.180
C -1.706 -0.469 -0.250
N -2.167 -0.599 -1.647
H 3.603 1.445 0.206
H 1.847 2.079 -0.222
H 2.575 -0.301 1.464
H 0.227 -0.289 1.933
H -0.007 1.204 1.042
H 0.127 -1.593 -0.176
H 0.233 -0.242 -1.153
H -2.058 0.509 0.077
H -2.147 -1.210 0.428
H -2.095 -1.574 -1.920
H -3.152 -0.366 -1.706

- HOMO-LUMO gap: 10.55 eV
- LUMO level: 0.0433 Eh
- SMILES: C=CCCCN


Pick b: it beats the second-best structure by 0.0541 hartree.


--- a ---
Molecular formula: C5H11N
Method: DFT, ωB97M-V/def2-TZVPD

Cartesian coordinates (Å):
C -1.126 1.245 -0.760
C -0.110 0.510 -0.163
C 0.036 -0.963 -0.393
C -1.412 -1.551 -0.471
N 0.720 1.014 0.733
C 1.980 0.594 1.194
H -1.579 2.278 -0.362
H -1.723 0.960 -1.698
H 0.609 -1.014 -1.392
H 0.584 -1.653 0.199
H -2.332 -0.998 -0.746
H -1.388 -2.416 -1.055
H -1.841 -1.841 0.603
H 0.716 2.101 0.587
H 2.497 0.124 0.242
H 1.902 0.045 2.019
H 2.467 1.564 1.462

- HOMO-LUMO gap: 8.25 eV
- LUMO level: 0.0373 Eh
- SMILES: C=C(CC)NC


--- b ---
Molecular formula: C5H11N
Method: DFT, ωB97M-V/def2-TZVPD

Cartesian coordinates (Å):
C -1.571 1.825 0.837
C -1.175 -1.165 -0.977
N -0.077 -1.010 -0.292
C 0.739 -1.741 0.676
C 1.055 -0.444 0.050
C 2.083 0.360 -0.660
H -2.361 1.204 1.268
H -1.435 2.726 1.443
H -1.847 2.109 -0.184
H -1.861 -1.943 -0.675
H -1.414 -0.458 -1.762
H 0.351 -1.782 1.698
H 1.116 -2.703 0.301
H -0.643 1.244 0.816
H 2.727 0.883 0.054
H 1.581 1.123 -1.266
H 2.732 -0.229 -1.327

- HOMO-LUMO gap: 7.86 eV
- LUMO level: 0.0355 Eh


--- c ---
Molecular formula: C5H11N
Method: DFT, ωB97M-V/def2-TZVPD

Cartesian coordinates (Å):
C 2.066 -1.614 0.852
C 1.089 -0.559 1.453
C -0.172 -0.350 0.621
C -0.348 0.560 -0.358
N -1.644 0.667 -0.740
C -1.881 1.610 -1.837
H 2.539 -1.265 -0.027
H 2.872 -1.992 1.475
H 1.548 -2.555 0.719
H 1.689 0.344 1.461
H 0.815 -0.633 2.487
H -0.803 -1.039 1.004
H 0.370 1.295 -0.680
H -2.280 -0.053 -0.497
H -1.847 2.764 -1.440
H -2.919 1.500 -1.978
H -1.094 1.320 -2.513

- HOMO-LUMO gap: 8.37 eV
- LUMO level: 0.0421 Eh
- SMILES: CC/C=C/NC


Pick c: it beats the second-best structure by 0.0254 hartree.


--- a ---
Molecular formula: C4H13NO4
Method: DFT, ωB97M-V/def2-TZVPD

Cartesian coordinates (Å):
C 0.716 -2.930 -1.114
C 0.674 -1.455 -0.816
C -0.690 -0.930 -0.352
N -1.064 -1.625 0.847
C -0.624 0.604 -0.206
O -0.220 1.290 0.709
O -0.953 1.180 -1.354
H 0.420 -3.219 -2.121
H 0.399 -3.449 -0.203
H 1.762 -3.277 -1.193
H 1.005 -0.892 -1.713
H 1.602 -1.133 -0.336
H -1.501 -1.064 -1.078
H -0.276 -1.862 1.436
H -1.703 -1.133 1.460
H -0.604 2.060 -1.532
O 2.061 2.971 0.618
H 1.210 2.641 0.978
H 2.721 3.064 1.330
O -1.611 3.382 1.663
H -2.460 2.997 1.411
H -0.865 2.781 1.566

- HOMO-LUMO gap: 10.39 eV
- LUMO level: 0.0191 Eh
- SMILES: CC[C@@H](N)C(=O)O.O.O


--- b ---
Molecular formula: C4H13NO4
Method: DFT, ωB97M-V/def2-TZVPD

Cartesian coordinates (Å):
N -2.457 -0.764 0.062
C -1.908 0.572 0.214
C -0.399 0.587 0.498
C 0.432 0.728 -0.814
C 1.062 2.078 -0.926
O 0.688 3.024 -1.559
O 2.213 2.097 -0.202
H -2.179 -1.336 0.849
H -2.146 -1.249 -0.769
H -2.201 1.174 -0.644
H -2.397 0.981 1.098
H -0.059 1.334 1.217
H -0.170 -0.388 0.917
H 1.121 -0.101 -0.964
H -0.241 0.618 -1.664
H 2.649 2.944 -0.182
O -0.610 -3.045 -0.358
H -0.552 -3.920 -0.738
H 0.248 -2.719 -0.071
O 2.043 -1.149 1.296
H 1.981 -0.251 0.975
H 2.879 -1.214 1.763

- HOMO-LUMO gap: 9.31 eV
- LUMO level: 0.0158 Eh
- SMILES: NCCCC(=O)O.O.O


Pick b: it beats the second-best structure by 0.0229 hartree.


--- a ---
Molecular formula: C5H9N
Method: DFT, ωB97M-V/def2-TZVPD

Cartesian coordinates (Å):
C 1.959 0.626 1.015
C 1.034 0.963 -0.148
C -0.417 0.561 0.102
C -2.346 -1.806 -1.080
C -0.533 -0.925 0.320
N -1.403 -1.496 -0.292
H 1.629 1.136 1.928
H 1.959 -0.450 1.216
H 2.984 0.942 0.801
H 1.048 2.040 -0.345
H 1.390 0.471 -1.064
H -0.781 1.027 1.026
H -1.067 0.917 -0.718
H -2.109 -2.146 -2.078
H -3.348 -1.860 -0.684

- HOMO-LUMO gap: 9.09 eV
- LUMO level: 0.0405 Eh


--- b ---
Molecular formula: C5H9N
Method: DFT, ωB97M-V/def2-TZVPD

Cartesian coordinates (Å):
C 0.464 -1.778 -1.223
C -0.488 -1.132 -0.525
N -1.590 -1.856 -0.046
C -0.331 0.194 0.124
C 0.443 1.223 -0.121
C 0.656 2.455 0.733
H 0.407 -2.865 -1.475
H 1.498 -1.476 -1.353
H -1.772 -1.528 0.887
H -1.499 -2.858 -0.124
H -0.964 0.217 1.026
H 1.235 1.243 -0.867
H -0.367 2.872 1.000
H 1.283 3.213 0.265
H 1.026 2.077 1.698

- HOMO-LUMO gap: 9.01 eV
- LUMO level: 0.0384 Eh
- SMILES: C=C(N)/C=C/C


Pick b: it beats the second-best structure by 0.0321 hartree.


--- a ---
Molecular formula: C4H13N4O
Method: DFT, ωB97M-V/def2-TZVPD

Cartesian coordinates (Å):
C -0.693 0.673 2.875
C -0.523 1.647 1.833
O -0.374 1.393 0.575
N -0.514 2.974 2.131
H -1.480 0.910 3.689
H 0.273 0.392 3.320
H -0.224 3.798 1.454
H -0.394 3.342 3.109
H -1.174 -0.252 2.629
C -1.008 -1.891 -0.971
C 0.899 -0.775 -1.909
N -0.113 -0.725 -1.020
N 1.095 -1.941 -2.550
N 1.813 0.209 -1.959
H -0.263 0.034 -0.443
H -1.051 -2.658 -1.806
H -2.043 -1.401 -0.789
H 0.297 -2.298 -3.102
H 1.904 -2.224 -3.084
H 1.661 1.180 -1.588
H 2.684 0.110 -2.358
H -0.770 -2.496 -0.037

- Net charge: +1
- HOMO-LUMO gap: 10.94 eV
- LUMO level: -0.0929 Eh


--- b ---
Molecular formula: C4H13N4O
Method: DFT, ωB97M-V/def2-TZVPD

Cartesian coordinates (Å):
C -0.530 -1.177 -0.951
C 1.779 -1.665 -0.530
N 1.772 -0.946 0.603
N 0.716 -1.871 -1.283
N 2.964 -2.177 -0.896
H 0.962 -0.394 0.916
H 2.252 -1.404 1.364
H 0.727 -2.221 -2.222
H 2.972 -2.858 -1.620
H 3.782 -1.916 -0.377
H -0.770 -1.350 0.077
H -1.349 -1.575 -1.534
H -0.431 -0.112 -1.051
C -2.621 1.781 1.184
C -1.168 1.861 0.845
O -0.421 0.898 1.034
N -0.708 2.955 0.208
H -2.749 0.853 1.701
H -3.278 1.934 0.330
H 0.281 3.022 0.041
H -1.240 3.808 0.270
H -2.944 2.553 1.892

- Net charge: +1
- HOMO-LUMO gap: 10.85 eV
- LUMO level: -0.0967 Eh


--- c ---
Molecular formula: C4H13N4O
Method: DFT, ωB97M-V/def2-TZVPD

Cartesian coordinates (Å):
C 1.242 -2.548 -2.347
C -0.104 -1.961 -2.162
O -0.357 -0.775 -1.977
N -1.085 -2.877 -1.851
H 1.605 -3.216 -1.553
H 2.040 -1.791 -2.418
H -1.971 -2.546 -1.517
H -1.060 -3.826 -2.176
H 1.375 -3.126 -3.266
C -0.381 2.447 3.179
C -0.255 1.537 0.998
N -0.490 0.896 -0.152
N -1.048 1.734 2.025
N 1.022 2.196 0.949
H -1.218 0.246 -0.432
H 0.304 0.786 -0.760
H -2.030 1.494 1.978
H 1.782 1.539 1.153
H 1.299 2.332 -0.017
H -0.957 2.258 4.102
H -0.152 3.429 2.750
H 0.438 1.771 3.494

- Net charge: +1
- HOMO-LUMO gap: 10.71 eV
- LUMO level: -0.1049 Eh


Pick b: it beats the second-best structure by 0.0535 hartree.